[1]
Entry from the OMol25 dataset: C4H6NO6 in the gas phase in a non-equilibrium geometry (the ωB97M-V functional and the def2-TZVPD basis).

Values from the calculation:
- E_LUMO (spin up / spin down): 0.03 / -1.90 eV
- Expectation value of S²: 0.7553
- M: 164.09 g mol⁻¹
- Multiplicity: 2
- Energy: -661.81181 hartree
- Charge: 0

Positions of all 17 atoms, in Å:
C 1.302 1.142 2.392
C 0.774 1.069 1.193
C 0.023 -0.146 0.778
C -0.571 -0.056 -0.622
O 0.454 0.016 -1.561
N 0.003 0.613 -2.690
O -1.165 0.993 -2.740
O 0.779 0.778 -3.627
O -0.964 -0.479 1.721
O -0.844 -1.903 1.987
O 0.401 -2.208 2.296
H 1.851 2.003 2.724
H 1.174 0.319 3.070
H 0.876 1.880 0.487
H 0.715 -1.009 0.791
H -1.187 -0.938 -0.840
H -1.212 0.830 -0.714

---

[2]
Entry from the OMol25 dataset: a molecular structure, C8H6F12N2O12S4Zn in a non-equilibrium geometry (the ωB97M-V functional and the def2-TZVPD basis).

Values from the calculation:
- E_LUMO (spin up / spin down): 1.83 / -1.99 eV
- Expectation value of S²: 0.7643
- M: 743.77 g mol⁻¹
- Multiplicity: 2
- Energy: -5891.32804 hartree
- Charge: -1

Positions of all 45 atoms, in Å:
Zn -0.095 -0.315 -0.465
C 4.162 0.429 1.522
F 4.194 1.492 0.783
F 4.885 -0.657 0.987
F 4.827 0.732 2.686
S 2.306 -0.048 1.904
O 2.430 -1.320 2.610
O 1.762 1.016 2.756
O 1.503 -0.196 0.716
C -1.877 -1.193 3.655
F -1.081 -2.118 3.085
F -3.129 -1.636 3.717
F -1.300 -0.809 4.768
S -1.805 0.279 2.405
O -1.120 -0.159 1.185
O -3.162 0.726 2.077
O -1.038 1.365 3.083
C -2.824 1.468 -3.058
F -3.496 2.567 -2.601
F -3.410 1.160 -4.206
F -1.569 1.739 -3.263
S -3.038 0.158 -1.741
O -1.671 -0.362 -1.525
O -3.586 0.784 -0.562
O -4.009 -0.753 -2.292
C -0.779 4.392 -0.773
F -0.530 5.541 -0.153
F -2.002 4.074 -0.521
F -0.736 4.588 -2.114
S 0.414 2.843 -0.182
O -0.228 1.626 -0.673
O 1.766 3.090 -0.675
O 0.426 2.826 1.328
C -0.626 -4.627 1.295
C -0.385 -3.441 0.492
N -0.236 -2.469 -0.096
H -1.045 -4.527 2.296
H 0.398 -4.968 1.445
H -1.230 -5.377 0.784
C 3.120 -1.479 -3.832
C 2.246 -1.048 -2.702
N 1.508 -0.644 -1.914
H 2.643 -2.061 -4.620
H 3.862 -2.093 -3.321
H 3.557 -0.592 -4.291

---

[3]
Entry from the OMol25 dataset: a molecular structure, C7H10BrNO2S in a non-equilibrium geometry (the ωB97M-V functional and the def2-TZVPD basis).

Values from the calculation:
- E_LUMO: 0.53 eV
- M: 252.13 g mol⁻¹
- Energy: -3450.07742 hartree
- Charge: 0

Positions of all 22 atoms, in Å:
C 1.900 -0.013 -0.720
C 0.936 0.665 -1.691
C 1.736 0.154 0.583
C -0.256 1.062 -1.347
C 0.500 0.837 1.026
C -0.635 0.533 0.022
C 0.256 0.337 2.441
N -1.892 -1.098 -1.591
O 0.109 -1.944 -0.836
O -1.637 -1.675 0.975
S -0.984 -1.278 -0.220
Br -2.244 1.324 0.640
H 2.705 -0.573 -1.168
H 1.363 0.750 -2.715
H 2.293 -0.395 1.253
H -1.079 1.501 -1.872
H 0.576 1.999 0.960
H 0.150 -0.753 2.324
H -0.716 0.815 2.844
H 1.264 0.539 3.031
H -1.400 -1.659 -2.285
H -2.944 -1.128 -1.653

---

[4]
Entry from the OMol25 dataset: a molecular structure, C37H37AgN3O6S3 (the ωB97M-V functional and the def2-TZVPD basis).

Values from the calculation:
- E_LUMO: 2.24 eV
- M: 823.79 g mol⁻¹
- Energy: -3389.40769 hartree
- Charge: -1

Positions of all 87 atoms, in Å:
Ag 0.259 -0.675 -0.198
C 0.320 4.045 -0.252
C -0.049 2.616 -0.521
N 0.795 1.652 -0.591
N 2.115 1.916 -0.514
C 2.800 0.893 0.015
O 2.352 -0.063 0.675
C 4.288 0.993 -0.184
C 5.039 -0.178 -0.184
C 6.415 -0.126 -0.353
C 7.057 1.098 -0.502
C 6.311 2.269 -0.491
C 4.931 2.216 -0.341
C -1.481 2.246 -0.646
C -2.480 3.225 -0.646
C -3.810 2.838 -0.666
C -4.125 1.489 -0.706
C -3.070 0.584 -0.744
N -1.798 0.947 -0.706
H 1.396 4.104 -0.111
H -0.181 4.413 0.649
H 0.041 4.702 -1.082
H 4.519 -1.117 -0.048
H 6.991 -1.044 -0.363
H 8.132 1.138 -0.625
H 6.806 3.227 -0.599
H 4.335 3.118 -0.346
H -2.210 4.272 -0.625
H -4.594 3.586 -0.657
H -5.150 1.144 -0.716
H -3.246 -0.485 -0.817
O -0.184 0.028 2.473
S -0.339 0.356 3.908
C -1.786 -0.568 4.589
C -2.720 -1.147 3.524
C -2.611 -2.673 3.431
C -3.364 -3.285 2.255
S -2.475 -2.947 0.678
O -1.321 -2.103 1.117
C -1.808 -4.580 0.372
C -2.544 -5.487 -0.374
C -2.002 -6.733 -0.645
C -0.730 -7.049 -0.185
C 0.003 -6.121 0.542
C -0.533 -4.873 0.823
C -1.127 1.973 3.900
C -1.065 2.799 5.012
C -1.640 4.061 4.954
C -2.258 4.489 3.786
C -2.298 3.659 2.672
C -1.724 2.396 2.722
H -2.286 0.148 5.241
H -1.356 -1.351 5.216
H -2.477 -0.707 2.554
H -3.752 -0.878 3.765
H -3.014 -3.113 4.349
H -1.557 -2.953 3.369
H -4.362 -2.852 2.158
H -3.459 -4.365 2.347
H -3.514 -5.206 -0.770
H -2.559 -7.446 -1.240
H -0.295 -8.010 -0.427
H 1.011 -6.353 0.859
H 0.040 -4.104 1.325
H -0.564 2.461 5.912
H -1.592 4.717 5.814
H -2.694 5.479 3.738
H -2.762 3.995 1.753
H -1.700 1.747 1.853
C 3.075 0.661 -6.115
C 2.344 -0.215 -5.131
C 2.772 -1.515 -4.868
C 2.100 -2.319 -3.962
C 0.981 -1.824 -3.303
C 0.543 -0.533 -3.550
C 1.227 0.263 -4.458
S 0.146 -2.858 -2.119
O -1.103 -2.147 -1.814
O -0.071 -4.136 -2.772
O 1.069 -2.910 -0.977
H 3.955 0.156 -6.514
H 3.403 1.590 -5.644
H 2.432 0.931 -6.956
H 3.651 -1.898 -5.376
H 2.433 -3.327 -3.752
H -0.316 -0.153 -3.011
H 0.892 1.279 -4.634